Record 1
The following is a DFT calculation (ωB97M-V with the def2-TZVPD basis set) of a 6-piece molecular cluster, C18H51N3O9 overall at a distorted geometry.

As for the HOMO energy: -0.298 Eh. Its electronic energy is -42384.057 eV. The molar mass comes out at 453.62 g mol⁻¹. Its lowest unoccupied orbital energy is 0.16 eV. The orbital gap comes out at 8.26 eV. The energy above the lowest of the compared OMol25 structures with the same formula, charge and spin comes out at 3.7532 eV.

```
! wB97M-V def2-TZVPD RIJCOSX def2/J DEFGRID3
* xyz 0 1
C -3.7463 0.2102 -8.1577
O -3.7542 1.5572 -7.8404
C -4.9993 2.2344 -7.7927
C -5.7834 2.0664 -6.4747
N -4.9860 2.0493 -5.3066
C -4.8341 3.3379 -4.6144
C -3.9146 3.1569 -3.4151
O -2.5937 2.8691 -3.9098
C -1.7002 2.3277 -2.8517
H -4.4413 -0.4109 -7.5926
H -2.7211 -0.1357 -8.0264
H -4.0040 0.0427 -9.2035
H -5.5935 1.9206 -8.6509
H -4.9576 3.3030 -8.0036
H -6.2331 1.0754 -6.5370
H -6.6062 2.7813 -6.4743
H -4.0595 1.7290 -5.5496
H -5.8118 3.7996 -4.4764
H -4.3720 3.9374 -5.3987
H -4.3066 2.2740 -2.9102
H -4.0291 3.9985 -2.7319
H -1.6122 3.0850 -2.0727
H -0.6971 2.2622 -3.2731
H -2.0009 1.3936 -2.3772
C 3.7679 -5.3090 -2.1590
O 2.5897 -5.1322 -1.3712
C 2.3964 -3.8044 -0.8511
C 0.9518 -3.7144 -0.2412
N 0.4593 -2.3320 -0.0819
C -0.0046 -1.8149 -1.3908
C -0.0792 -0.2850 -1.5768
O 1.2334 0.2023 -1.3836
C 1.6580 1.3550 -2.0278
H 3.7944 -6.3414 -2.5076
H 4.7023 -5.4224 -1.6094
H 3.7499 -4.6661 -3.0391
H 2.6294 -3.0919 -1.6425
H 3.1260 -3.6011 -0.0672
H 0.9619 -4.1893 0.7398
H 0.3842 -4.3997 -0.8706
H 1.2362 -1.7261 0.1404
H -1.0142 -2.2230 -1.4397
H 0.6007 -2.1487 -2.2336
H -0.6978 0.1105 -0.7712
H -0.4831 -0.1875 -2.5844
H 2.7249 1.4426 -1.8228
H 1.0868 2.2349 -1.7319
H 1.5654 1.3968 -3.1131
C 2.3098 -3.8354 8.7257
O 2.8048 -2.7898 8.0030
C 3.3725 -1.7889 8.7472
C 4.1813 -0.9610 7.6684
N 3.2694 -0.1630 6.8042
C 2.8357 -0.8606 5.5372
C 1.7971 -0.0013 4.7617
O 1.1659 -0.7679 3.7103
C 0.0881 -0.0626 3.0782
H 3.0662 -4.4470 9.2174
H 1.7374 -4.4064 7.9947
H 1.6234 -3.4620 9.4856
H 4.0599 -2.0193 9.5612
H 2.4862 -1.3923 9.2424
H 4.8391 -1.6361 7.1211
H 4.8236 -0.2631 8.2055
H 3.6033 0.7417 6.5041
H 2.3494 -1.8273 5.6675
H 3.6959 -1.0289 4.8892
H 2.3507 0.7925 4.2602
H 1.0154 0.4517 5.3714
H 0.0112 1.0244 3.1028
H -0.9116 -0.4568 3.2604
H 0.2773 -0.0767 2.0048
O 0.1656 3.7075 3.6089
H -0.6868 3.7012 4.0443
H 0.2309 4.5805 3.2217
O 1.4647 4.0095 0.1153
H 2.3226 4.0230 -0.3089
H 1.6405 4.2660 1.0206
O -0.8697 2.6710 0.7287
H -0.6964 2.0700 1.4533
H -0.0053 2.9897 0.4692
*
```

Atomic partial charges in e from the Mulliken method, atoms 1 to 8: number 1, C, carries -0.75; number 2, O, carries -0.35; number 3, C, carries -0.51; number 4, C, carries -0.88; number 5, N, carries -0.28; number 6, C, carries -0.66; number 7, C, carries -0.61; number 8, O, carries -0.40

***

Record 2
The following is a DFT calculation (ωB97M-V with the def2-TZVPD basis set) of a 7-piece molecular cluster, C18H51N4O12 overall at a distorted geometry.

As for the HOMO energy: -0.236 Eh. Its electronic energy is -50018.591 eV. The molar mass comes out at 515.62 g mol⁻¹. Its lowest unoccupied orbital energy is 2.53 eV. The orbital gap comes out at 8.96 eV. The energy above the lowest of the compared OMol25 structures with the same formula, charge and spin comes out at 1.4190 eV.

```
! wB97M-V def2-TZVPD RIJCOSX def2/J DEFGRID3
* xyz -1 1
N 0.2068 -0.5659 0.0774
O -0.2541 0.1106 -0.8695
O 0.9714 -1.5394 -0.1338
O -0.0755 -0.2752 1.2523
C -1.8426 -2.1258 -3.3117
C -0.3213 -2.2385 -3.3516
O 0.1236 -3.2339 -2.4686
O -2.1760 -1.7795 -1.9606
H -2.3258 -3.0645 -3.5827
H -2.2220 -1.4005 -4.0414
H 0.1912 -1.2821 -3.2269
H -0.0750 -2.5486 -4.3803
H 0.5701 -2.8152 -1.7178
H -1.5070 -1.1971 -1.5766
C -0.0775 -2.3245 3.6660
C 0.0702 -3.3882 4.7364
O -1.1325 -3.7559 5.4136
O -0.5119 -3.0160 2.4776
H 0.8606 -1.8286 3.4050
H -0.8090 -1.5348 3.8543
H 0.9607 -3.0999 5.3057
H 0.4488 -4.3227 4.3122
H -1.5382 -4.4243 4.8568
H -0.3991 -2.4032 1.7393
C -3.8531 -0.1507 1.0391
C -5.2995 0.2311 1.3033
O -5.5715 1.5859 1.0129
O -3.0381 0.6586 1.8653
H -3.5823 -0.0991 -0.0189
H -3.7443 -1.2008 1.3325
H -5.4855 -0.0431 2.3470
H -5.9053 -0.3694 0.6201
H -4.7136 2.0296 1.0603
H -2.1164 0.7225 1.5915
C -1.8516 2.8890 -6.5072
C -2.3827 1.7521 -5.6416
C -3.4141 2.1895 -4.6055
O -2.8325 2.9825 -3.5773
C -1.9264 2.4086 -2.6707
N -3.0006 0.6509 -6.4511
H -2.5373 3.2675 -7.2731
H -0.9608 2.6428 -7.0989
H -1.4600 3.7531 -5.9628
H -1.4703 1.2851 -5.2599
H -3.8417 1.3627 -4.0242
H -4.3043 2.6634 -5.0228
H -1.4490 1.4805 -2.9901
H -2.4641 2.2639 -1.7287
H -1.1606 3.1599 -2.4660
H -2.2148 0.5050 -7.0853
H -3.7133 1.1551 -6.9801
C 0.3524 2.0283 3.6490
C 1.0802 3.1779 2.9532
C 1.1199 3.0086 1.4265
O 1.6357 4.1935 0.8374
C 1.5361 4.2060 -0.5714
N 0.4064 4.4166 3.3057
H -0.6938 1.8851 3.3881
H 0.5594 2.1174 4.7164
H 0.8077 1.0738 3.3620
H 2.1259 3.1735 3.2864
H 0.1222 2.7930 1.0222
H 1.6835 2.1401 1.0654
H 0.7006 3.6528 -1.0090
H 2.3975 3.6541 -0.9719
H 1.5885 5.2399 -0.9016
H 0.7702 4.6587 4.2278
H 0.7608 5.2243 2.7965
C 4.4151 -4.3474 2.0836
C 3.5034 -3.1594 1.8204
C 4.2529 -1.8388 2.1779
O 5.3150 -1.5540 1.2749
C 6.4234 -0.9022 1.8642
N 3.1602 -3.1400 0.3932
H 5.4172 -4.2043 1.6822
H 4.0272 -5.2735 1.6514
H 4.3564 -4.5945 3.1489
H 2.6793 -3.1729 2.5304
H 4.7245 -1.8204 3.1680
H 3.4807 -1.0598 2.1958
H 6.1267 0.1405 2.0259
H 7.2255 -0.9664 1.1331
H 6.7081 -1.3061 2.8396
H 2.4255 -2.4394 0.2210
H 3.9637 -2.7274 -0.0764
*
```

Atomic partial charges in e from the Mulliken method, atoms 1 to 8: number 1, N, carries 0.69; number 2, O, carries -0.64; number 3, O, carries -0.79; number 4, O, carries -0.07; number 5, C, carries -0.12; number 6, C, carries -0.49; number 7, O, carries -0.56; number 8, O, carries -0.50

***

Record 3
The following is a DFT calculation (ωB97M-V with the def2-TZVPD basis set) of a 7-piece molecular cluster, C18H51N4O12 overall at a distorted geometry.

As for the HOMO energy: -0.181 Eh. Its electronic energy is -50014.532 eV. The molar mass comes out at 515.62 g mol⁻¹. Its lowest unoccupied orbital energy is 2.34 eV. The orbital gap comes out at 7.27 eV. The energy above the lowest of the compared OMol25 structures with the same formula, charge and spin comes out at 5.4790 eV.

```
! wB97M-V def2-TZVPD RIJCOSX def2/J DEFGRID3
* xyz -1 1
N -0.1627 -0.9550 0.2994
O -0.8626 -0.2209 -0.3782
O 0.7188 -0.4963 0.9530
O -0.3381 -2.2047 0.4400
C -5.5776 -1.8029 -2.2500
C -4.6766 -2.0947 -3.5190
O -3.5199 -2.7465 -3.1227
O -5.0397 -0.6624 -1.6704
H -5.6131 -2.5893 -1.4960
H -6.5718 -1.6286 -2.6613
H -4.3819 -1.1812 -4.0355
H -5.2699 -2.7470 -4.1598
H -2.9211 -2.1014 -2.7394
H -4.1153 -0.8908 -1.5483
C -4.6588 4.8687 -1.0258
C -4.6875 6.4384 -1.1110
O -5.9993 6.9528 -0.9529
O -5.4534 4.1959 -2.0661
H -5.0235 4.5294 -0.0563
H -3.6180 4.5448 -1.0219
H -4.3395 6.7891 -2.0826
H -4.0261 6.8607 -0.3544
H -6.6343 6.4001 -1.4143
H -5.5682 3.2591 -1.8906
C 2.9043 -3.4765 4.3150
C 4.1059 -3.3208 3.3626
O 4.2681 -2.0297 2.8945
O 1.8560 -4.2939 3.8059
H 2.2530 -2.6120 4.4435
H 3.2744 -3.9375 5.2308
H 4.0923 -3.9638 2.4826
H 4.9777 -3.6518 3.9271
H 3.5285 -1.8434 2.3116
H 1.3939 -3.8353 3.1004
C 3.1382 6.1274 -1.6728
C 4.0602 5.1984 -0.8648
C 4.1027 5.4867 0.6893
O 4.3397 6.8401 1.0120
C 5.6851 7.3711 0.9780
N 3.6518 3.8918 -1.1827
H 2.3186 6.3448 -0.9879
H 2.6672 5.7139 -2.5645
H 3.7438 6.9605 -2.0298
H 5.0565 5.1942 -1.3068
H 4.8276 4.9370 1.2896
H 3.2238 4.9795 1.0874
H 6.1615 7.0909 1.9175
H 5.8510 8.4358 0.8139
H 6.1964 6.8251 0.1852
H 4.0950 3.2285 -0.5633
H 2.7035 3.7464 -0.8669
C -2.6540 -3.6686 6.3244
C -3.6129 -2.6504 5.6938
C -3.1837 -1.1957 5.6539
O -2.9607 -0.5439 6.8457
C -2.2647 0.6536 6.7108
N -3.6699 -3.1846 4.3377
H -2.8145 -3.4569 7.3815
H -1.6277 -3.3177 6.2171
H -2.6822 -4.7317 6.0853
H -4.5889 -2.8250 6.1466
H -3.9467 -0.5953 5.1584
H -2.4973 -1.1079 4.8117
H -2.4375 1.3163 5.8629
H -1.2053 0.4395 6.5690
H -2.3556 1.3211 7.5677
H -2.7468 -3.4426 4.0191
H -4.0668 -2.5222 3.6867
C 1.3833 -5.6541 -5.7110
C 2.3474 -4.8867 -4.7694
C 2.7964 -3.4712 -5.2119
O 3.2704 -3.5394 -6.5019
C 3.8112 -2.3316 -7.0470
N 2.0353 -4.9208 -3.3716
H 1.4491 -5.2996 -6.7396
H 0.3397 -5.4629 -5.4610
H 1.3824 -6.7441 -5.7200
H 3.2563 -5.4878 -4.7965
H 3.5024 -2.9787 -4.5432
H 1.8711 -2.8964 -5.2493
H 4.7219 -2.1175 -6.4876
H 3.0430 -1.5616 -6.9760
H 4.0783 -2.3990 -8.1016
H 1.1677 -4.4551 -3.1468
H 2.7227 -4.2058 -3.1810
*
```

Atomic partial charges in e from the Mulliken method, atoms 1 to 8: number 1, N, carries 1.03; number 2, O, carries -0.68; number 3, O, carries -0.65; number 4, O, carries -0.70; number 5, C, carries -0.26; number 6, C, carries -0.51; number 7, O, carries -0.49; number 8, O, carries -0.48

***

Record 4
The following is a DFT calculation (ωB97M-V with the def2-TZVPD basis set) of C18H51N6O10V as an isolated structure at a distorted geometry.

As for the HOMO energy: -0.321 Eh. Its electronic energy is -74600.851 eV. The molar mass comes out at 562.58 g mol⁻¹. Its lowest unoccupied orbital energy is -0.22 eV. The orbital gap comes out at 8.52 eV.

```
! wB97M-V def2-TZVPD RIJCOSX def2/J DEFGRID3
* xyz 0 1
O -23.0883 -9.4504 4.4151
V -22.3498 -8.0510 4.2882
O -20.9290 -8.2286 4.9645
C -24.0538 -5.5894 7.5177
C -23.1965 -6.6681 6.8634
C -22.9910 -7.8499 7.8015
O -23.6746 -7.0540 5.6108
H -24.2566 -4.7456 6.8592
H -23.5871 -5.2994 8.4606
H -25.0285 -5.9992 7.8164
H -22.1945 -6.1993 6.8286
H -22.2176 -8.5130 7.4083
H -23.8758 -8.4815 7.9243
H -22.7080 -7.5225 8.8067
C -21.6184 -4.8026 3.3627
O -21.6222 -6.0320 3.4178
N -20.5990 -4.1283 2.7560
N -22.5635 -4.0861 4.0264
H -20.4068 -3.1463 2.8273
H -19.8526 -4.7216 2.4340
H -23.2636 -4.6500 4.4892
H -22.4886 -3.0973 4.1699
C -26.5813 -9.7422 6.3889
O -27.5716 -10.4623 6.3086
N -26.6765 -8.3745 6.2713
N -25.3110 -10.2313 6.5195
H -25.8293 -7.8287 6.1777
H -27.5997 -8.0465 6.0660
H -25.2498 -11.1567 6.8979
H -24.5179 -9.6276 6.4058
C -21.2098 -8.6105 1.0459
O -21.4299 -8.5475 2.2486
N -21.2502 -7.4779 0.2702
N -21.0214 -9.7716 0.3695
H -21.1913 -7.5395 -0.7292
H -21.3164 -6.5695 0.6879
H -20.7263 -9.6989 -0.5853
H -21.0133 -10.6501 0.8701
C -24.6762 -9.3399 1.1897
C -25.1273 -8.1317 1.9640
C -26.0397 -8.4992 3.1257
O -23.9933 -7.4201 2.5178
H -23.9995 -9.1084 0.3628
H -25.5189 -9.8489 0.7090
H -24.2459 -10.0813 1.8628
H -25.6828 -7.3566 1.4209
H -26.2245 -7.5872 3.6910
H -25.5413 -9.2351 3.7559
H -26.9994 -8.8879 2.7886
H -23.5852 -6.8736 1.8414
C -19.4373 -5.8076 6.1708
C -18.8797 -4.3999 6.2680
C -18.1099 -4.1665 7.5629
O -17.9266 -4.1795 5.2137
H -18.5752 -6.4735 6.0678
H -19.9828 -5.9556 5.2348
H -20.0604 -6.1141 7.0060
H -19.6861 -3.6574 6.1992
H -18.0842 -3.1143 7.8366
H -17.1031 -4.5810 7.5212
H -18.5977 -4.7392 8.3572
H -18.3557 -4.3627 4.3733
C -20.5631 -10.7448 7.3751
C -21.6388 -11.3721 8.2393
C -22.4201 -12.4179 7.4829
O -20.9522 -11.9990 9.3456
H -20.0618 -11.5382 6.8111
H -19.8861 -10.1293 7.9568
H -21.0359 -10.1895 6.5605
H -22.2506 -10.5725 8.6711
H -23.0951 -13.0259 8.0905
H -21.7432 -13.1524 7.0321
H -22.9728 -12.0124 6.6285
H -21.6004 -12.2787 9.9984
C -20.9076 -11.9694 3.3373
C -21.3880 -13.0770 2.4161
C -22.8962 -13.1316 2.2667
O -20.8211 -12.7356 1.1268
H -21.3500 -11.0328 2.9970
H -19.8283 -12.0419 3.4299
H -21.3442 -12.0385 4.3395
H -21.0436 -14.0405 2.8040
H -23.1761 -13.7680 1.4269
H -23.3338 -12.1458 2.0923
H -23.3589 -13.4886 3.1901
H -20.6446 -13.5432 0.6370
*
```

Atomic partial charges in e from the Mulliken method, atoms 1 to 8: number 1, O, carries 0.01; number 2, V, carries 1.90; number 3, O, carries -0.45; number 4, C, carries -1.80; number 5, C, carries 1.51; number 6, C, carries -1.43; number 7, O, carries -0.78; number 8, H, carries 0.34

***

Record 5
The following is a DFT calculation (ωB97M-V with the def2-TZVPD basis set) of a 7-piece molecular cluster, C18H52ClN4O10 overall at a distorted geometry.

As for the HOMO energy: -0.233 Eh. Its electronic energy is -58459.649 eV. The molar mass comes out at 520.09 g mol⁻¹. Its lowest unoccupied orbital energy is 2.57 eV. The orbital gap comes out at 8.91 eV. The energy above the lowest of the compared OMol25 structures with the same formula, charge and spin comes out at 1.8864 eV.

```
! wB97M-V def2-TZVPD RIJCOSX def2/J DEFGRID3
* xyz -1 1
Cl 0.9015 -0.7979 0.1857
O 1.9703 -1.7392 0.3966
O -0.1261 -1.1172 1.1501
O 1.4580 0.5023 0.4576
O 0.4531 -0.7646 -1.1508
O 1.1597 -0.6775 -4.1633
H 1.8670 -0.1845 -3.7475
H 0.4303 -0.6171 -3.5464
C -2.4727 -4.6087 0.6086
C -1.0869 -4.6389 0.0255
C -0.9219 -3.9309 -1.3771
O -1.6006 -4.5457 -2.4254
C -1.4553 -4.0037 -3.7326
N -0.1075 -4.1679 0.9597
H -2.9031 -3.6562 0.9179
H -2.4547 -5.3135 1.4398
H -3.0933 -5.0333 -0.1805
H -0.9140 -5.6866 -0.2204
H 0.1367 -3.8731 -1.6305
H -1.2903 -2.9066 -1.3195
H -2.2191 -4.5047 -4.3273
H -0.4585 -4.0695 -4.1686
H -1.6642 -2.9344 -3.7652
H 0.8224 -4.0785 0.5756
H -0.3020 -3.1952 1.1500
C -4.7222 -1.6916 -1.9512
C -4.4943 -1.3541 -0.4716
C -3.2988 -0.4130 -0.2413
O -3.5189 0.8960 -0.7877
C -2.3481 1.6586 -0.8940
N -5.7036 -0.8743 0.0459
H -4.7138 -0.7785 -2.5462
H -5.6286 -2.2826 -2.0823
H -3.9233 -2.3483 -2.2956
H -4.4288 -2.2500 0.1456
H -2.5064 -0.8681 -0.8354
H -3.0301 -0.3551 0.8135
H -1.9780 2.1144 0.0243
H -2.4343 2.4583 -1.6296
H -1.5307 1.0399 -1.2644
H -5.3533 -0.3745 0.8506
H -6.0729 -0.1568 -0.5615
C 0.9072 2.4738 -2.6224
C 2.3755 2.4714 -2.8500
C 3.1238 3.4388 -1.9443
O 4.5298 3.3716 -2.2388
C 5.3483 4.4475 -1.7165
N 2.8231 1.0918 -2.5987
H 0.6744 2.1301 -1.6146
H 0.2993 1.8292 -3.2572
H 0.4714 3.4704 -2.6940
H 2.6312 2.7966 -3.8585
H 2.9104 3.1329 -0.9201
H 2.8489 4.4908 -2.0207
H 5.0833 5.4524 -2.0452
H 6.3424 4.3301 -2.1478
H 5.2047 4.4350 -0.6361
H 2.5008 0.7506 -1.7043
H 3.8050 1.2838 -2.4603
C 0.0809 2.2409 3.5656
C -1.2656 1.6840 3.1251
C -1.9177 0.7218 4.1909
O -2.0704 1.3306 5.5101
C -2.3427 0.3593 6.5059
N -2.2226 2.7687 2.8186
H 0.6090 2.7688 2.7715
H 0.7080 1.4738 4.0200
H -0.0704 2.9172 4.4069
H -1.1146 1.1307 2.1982
H -1.2666 -0.1436 4.3141
H -2.8790 0.3525 3.8338
H -2.6681 0.8119 7.4426
H -1.4047 -0.1432 6.7421
H -3.1932 -0.2621 6.2258
H -1.9407 3.4057 2.0872
H -2.2683 3.3725 3.6269
C 6.8587 0.7866 0.5111
C 5.3742 0.6115 0.3746
O 4.8969 0.4475 1.7111
H 7.2776 0.0455 1.1919
H 7.1123 1.7714 0.9034
H 7.3586 0.7139 -0.4548
H 5.0885 -0.2324 -0.2534
H 4.9785 1.5216 -0.0761
H 3.9592 0.2709 1.6061
*
```

Atomic partial charges in e from the Mulliken method, atoms 1 to 8: number 1, Cl, carries 1.62; number 2, O, carries -0.79; number 3, O, carries -0.73; number 4, O, carries -0.70; number 5, O, carries -0.42; number 6, O, carries -0.70; number 7, H, carries 0.47; number 8, H, carries 0.23

***

Q: The lowest orbital gap belongs to which entry?
A: number 3